69
Properties=species:S:1:pos:R:3:nbo_charge:R:1 method="wB97M-V/def2-TZVPD" charge=+4 e_lumo_ev="-14.64 / -14.71"
Sn 0.184 -0.610 0.290 1.030
P -0.620 1.892 1.979 0.803
P -2.505 -1.039 0.129 0.923
P 2.440 1.096 0.463 0.952
H 1.394 -2.500 -5.294 0.236
C 2.209 -2.138 -4.667 -0.212
C 2.552 -2.786 -3.501 -0.322
H 1.973 -3.617 -3.091 0.250
C -1.077 3.387 1.003 -0.926
C -2.142 1.840 3.001 -0.926
C 0.403 2.765 3.233 -0.921
C -3.145 -2.432 -0.875 -0.943
C -3.365 -1.216 1.739 -0.942
C -3.268 0.453 -0.617 -0.945
C 3.812 0.471 -0.573 -0.953
C 3.318 1.115 2.065 -0.953
C 2.506 2.883 0.014 -0.932
H 2.913 -1.425 -5.106 0.245
H 3.592 -2.721 -3.153 0.272
H -1.411 4.151 1.716 0.277
H -1.894 3.163 0.307 0.241
H -0.215 3.771 0.442 0.248
H -2.225 2.808 3.510 0.277
H -2.066 1.051 3.759 0.242
H -3.044 1.685 2.398 0.243
H -0.259 3.459 3.763 0.279
H 1.213 3.351 2.787 0.252
H 0.809 2.049 3.957 0.248
H -4.151 -2.700 -0.530 0.305
H -2.471 -3.296 -0.764 0.268
H -3.196 -2.159 -1.935 0.256
H -4.311 -0.650 1.723 0.298
H -2.727 -0.836 2.552 0.254
H -3.568 -2.282 1.921 0.287
H -4.327 0.236 -0.831 0.298
H -2.749 0.699 -1.556 0.246
H -3.201 1.317 0.063 0.262
H 4.657 1.164 -0.477 0.287
H 3.516 0.396 -1.628 0.250
H 4.108 -0.521 -0.215 0.269
H 4.317 1.543 1.901 0.293
H 3.399 0.082 2.422 0.285
H 2.793 1.722 2.808 0.256
H 3.565 3.162 -0.114 0.296
H 2.056 3.522 0.789 0.259
H 1.971 3.036 -0.937 0.252
C 0.245 -0.571 -3.153 -0.113
C 0.581 0.367 -4.286 -0.557
C -0.709 1.066 -4.655 0.075
C -1.732 0.207 -4.933 -0.258
C -1.742 -1.096 -4.372 -0.008
C -0.875 -1.375 -3.326 -0.271
S 1.552 -1.066 -2.217 0.124
H 1.453 0.995 -4.033 0.276
H 0.876 -0.356 -5.097 0.322
H -0.715 2.143 -4.850 0.273
H -2.552 0.473 -5.602 0.299
H -2.481 -1.827 -4.700 0.276
H -1.031 -2.270 -2.709 0.249
C 0.033 -3.460 3.483 -0.802
S 0.725 -1.853 2.996 1.253
C 0.683 -0.960 4.579 -0.815
O 2.166 -2.098 2.656 -0.927
H -0.827 -3.311 4.148 0.265
H 0.827 -4.035 3.980 0.309
H -0.287 -3.964 2.560 0.249
H 1.619 -0.385 4.644 0.281
H 0.610 -1.694 5.403 0.296
H -0.177 -0.269 4.614 0.241

---

12
Properties=species:S:1:pos:R:3:nbo_charge:R:1 method="wB97M-V/def2-TZVPD" e_lumo_ev=0.50 smiles="[H]/N=C/NOC(=O)C#C"
H -1.404 -1.779 -2.179 0.352
N -0.914 -1.120 -1.561 -0.671
C -1.790 -0.657 -0.826 0.254
N -1.544 0.269 0.259 -0.329
O -0.333 0.744 0.326 -0.367
C 0.749 0.094 0.981 0.770
O 0.654 -0.657 1.921 -0.502
C 2.140 0.659 0.532 -0.134
C 3.288 1.099 0.382 -0.145
H -2.829 -0.935 -0.821 0.151
H -2.286 0.819 0.641 0.385
H 4.268 1.465 0.346 0.236

---

Listing total energy for the structures above in their given order: -2858.01284 -414.64522 hartree.